1.
Molecular formula: C4H18NO3
Method: DFT, wB97M-V/def2-TZVPD

Last column: Mulliken charge in e.
Element x y z (Å)
C1 -0.177 0.324 -2.089  -1.221
C2 0.726 -0.433 -1.120  0.280
N1 0.643 0.148 0.225  -0.026
C3 1.189 1.535 0.473  -0.952
C4 0.367 -1.971 -1.176  -1.218
H1 -1.252 0.232 -1.827  0.332
H2 0.048 -0.059 -3.118  0.397
H3 -0.021 1.422 -2.223  0.368
H4 1.807 -0.250 -1.303  0.289
H5 -0.483 0.166 0.253  0.231
H6 0.944 -0.563 0.896  0.400
H7 0.455 2.237 0.203  0.312
H8 1.226 1.664 1.581  0.380
H9 2.184 1.450 0.179  0.438
H10 -0.623 -2.238 -1.095  0.356
H11 0.891 -2.453 -0.183  0.320
H12 0.768 -2.410 -2.077  0.395
H13 4.743 1.488 2.897  0.496
H14 4.877 0.063 2.236  0.449
O1 4.213 0.817 2.170  -0.266
H15 -5.548 -0.307 1.149  0.345
H16 -4.985 -1.044 -0.046  0.338
O2 -4.759 -0.510 0.680  -0.417
H17 -2.512 -0.258 1.736  0.270
H18 -2.643 0.690 0.465  0.319
O3 -2.076 0.260 1.115  -0.615

Its charge is +2. Its spin multiplicity is 2. As for the HOMO-LUMO gap (spin up / spin down): 11.262 / 1.677 eV. The energy is -442.8378 hartree. The HOMO energy (spin up / spin down) is -0.674 / -0.627 Eh.

2.
Molecular formula: C16H31IrNP2Se
Method: DFT, wB97M-V/def2-TZVPD

Last column: Mulliken charge in e.
Element x y z (Å)
P1 1.486 1.841 -0.249  0.744
P2 -0.353 -0.867 -2.304  1.063
C1 1.611 1.155 -1.947  -1.043
C2 0.375 0.727 -2.765  -0.951
H1 2.393 0.368 -1.935  0.480
H2 2.049 2.019 -2.482  0.616
H3 -0.411 1.508 -2.706  0.407
H4 0.672 0.613 -3.820  0.608
C3 0.746 -2.141 -3.041  -1.249
H5 0.411 -3.131 -2.704  0.426
H6 1.781 -1.955 -2.722  0.460
H7 0.693 -2.101 -4.136  0.484
C4 -1.970 -0.979 -3.176  -1.242
H8 -1.818 -1.243 -4.231  0.469
H9 -2.520 -0.026 -3.111  0.387
H10 -2.581 -1.766 -2.697  0.351
C5 3.166 2.369 0.153  -1.383
H11 3.221 2.697 1.204  0.458
H12 3.402 3.220 -0.498  0.498
H13 3.873 1.551 -0.028  0.420
C6 0.483 3.321 -0.357  -1.495
H14 -0.463 3.169 -0.890  0.379
H15 1.059 4.070 -0.911  0.461
H16 0.293 3.738 0.638  0.500
Ir1 -0.273 -0.011 3.012  0.726
C7 -2.156 -1.884 -0.048  -0.687
C8 -0.980 -2.392 0.416  -0.499
C9 0.502 -2.069 0.331  -0.059
C10 1.471 -0.907 0.866  -1.359
C11 1.082 0.625 0.958  -0.902
C12 -0.434 0.876 1.176  -1.641
C13 -1.230 0.401 -0.055  1.589
C14 -2.462 -0.420 0.270  -1.038
C15 -0.643 1.055 4.583  -1.317
H17 -3.041 -2.529 -0.135  0.466
H18 -1.109 -3.017 1.316  0.526
H19 0.824 -2.209 -0.725  -0.090
H20 0.918 -2.920 0.911  0.452
H21 1.906 -1.226 1.848  0.709
H22 2.351 -0.924 0.203  0.426
H23 1.702 0.994 1.823  1.032
H24 -0.691 1.916 1.409  1.078
H25 -0.481 -0.254 -0.585  -1.870
H26 -1.534 1.258 -0.722  0.788
H27 -2.734 -0.254 1.337  0.370
H28 -3.294 -0.009 -0.329  0.408
H29 -1.747 1.011 4.717  0.371
H30 -0.294 2.063 4.273  0.349
H31 -0.070 0.609 5.415  0.398
Se1 -2.447 -3.934 4.666  0.108
C16 -1.657 -2.494 4.085  0.409
N1 -1.076 -1.513 3.700  -0.590

Its charge is +2. Its spin multiplicity is 6. As for the HOMO-LUMO gap (spin up / spin down): 6.282 / 5.331 eV. The energy is -3870.4959 hartree. The HOMO energy (spin up / spin down) is -0.439 / -0.514 Eh.

3.
Molecular formula: C16H18N4OS
Method: DFT, wB97M-V/def2-TZVPD

Last column: Mulliken charge in e.
Element x y z (Å)
O1 1.853 -1.920 1.365  -0.712
N1 -0.082 0.460 -1.234  -0.551
N2 1.834 2.361 1.135  -1.035
S1 -2.770 -2.353 -0.235  -0.202
C1 1.170 -1.183 0.664  -0.230
C2 -0.306 -0.857 -1.169  0.022
C3 2.022 1.071 1.473  0.163
C4 1.404 0.184 0.654  0.955
C5 0.799 0.994 -0.302  0.313
C6 -2.704 -2.860 -4.154  -0.659
C7 -1.585 -2.106 -4.502  -0.476
C8 -2.978 -2.907 -2.873  -0.275
C9 -0.830 -1.304 -3.659  -0.574
C10 -2.256 -2.267 -1.861  0.181
C11 -1.145 -1.419 -2.262  0.380
N3 0.194 -1.645 -0.201  0.188
N4 0.995 2.312 0.087  0.693
C12 3.079 0.822 2.562  -1.134
C13 0.486 3.592 -0.527  -0.847
C14 -2.815 -0.196 2.243  -1.071
C15 -3.431 -0.572 -0.170  -0.434
C16 -3.965 -0.326 1.200  -0.778
H1 -3.229 -3.282 -4.989  0.433
H2 -1.442 -2.229 -5.567  0.310
H3 -3.783 -3.611 -2.590  0.321
H4 -0.155 -0.531 -4.058  0.415
H5 0.138 -2.655 -0.329  0.341
H6 2.700 1.364 3.437  0.299
H7 3.311 -0.270 2.776  0.273
H8 4.044 1.155 2.239  0.317
H9 1.217 4.070 -1.140  0.296
H10 -0.291 3.167 -1.196  0.303
H11 0.037 4.201 0.195  0.318
H12 -2.165 -1.053 2.267  0.318
H13 -2.334 0.813 2.114  0.216
H14 -3.149 -0.077 3.276  0.406
H15 -4.383 -0.531 -0.748  0.252
H16 -2.773 0.176 -0.534  0.509
H17 -4.615 0.497 1.325  0.447
H18 -4.542 -1.193 1.532  0.307

Its charge is 0. Its spin multiplicity is 1. As for the HOMO-LUMO gap: 8.344 eV. The energy is -1312.9025 hartree. The SMILES is CCCSc1ccccc1-c1nc2c(c(C)nn2C)c(=O)[nH]1. The HOMO energy is -0.306 Eh.

4.
Molecular formula: C5H6O
Method: DFT, wB97M-V/def2-TZVPD

Last column: Mulliken charge in e.
Element x y z (Å)
C1 0.655 -0.059 -1.980  -1.104
C2 0.981 0.173 -0.537  0.242
O1 0.668 1.504 -0.009  -0.421
C3 -0.046 0.434 0.428  0.344
C4 -1.014 0.118 1.228  -0.069
C5 -1.509 -0.372 2.334  -0.747
H1 -0.360 0.299 -2.161  0.332
H2 0.693 -1.134 -2.183  0.309
H3 1.345 0.452 -2.660  0.289
H4 1.917 -0.235 -0.150  0.344
H5 -0.785 -0.597 3.111  0.218
H6 -2.545 -0.584 2.578  0.263

Its charge is 0. Its spin multiplicity is 1. As for the HOMO-LUMO gap: 10.033 eV. The energy is -269.2311 hartree. The SMILES is C=C=C1O[C@@H]1C. The HOMO energy is -0.330 Eh.

5.
Molecular formula: C51H49F5N3O4S5Ti
Method: DFT, wB97M-V/def2-TZVPD

Last column: Mulliken charge in e.
Element x y z (Å)
Ti1 0.014 0.533 0.269  -1.493
F1 -3.346 3.975 5.096  -0.342
C1 -2.304 3.583 4.370  0.776
C2 -2.496 2.910 3.184  -0.336
F2 -3.727 2.675 2.732  -0.342
C3 -1.391 2.524 2.459  -0.978
F3 -1.607 1.925 1.260  -0.288
C4 -0.085 2.741 2.847  1.744
S1 1.268 2.200 1.902  -0.598
C5 0.068 3.444 4.039  -0.037
F4 1.292 3.744 4.472  -0.406
C6 -1.015 3.859 4.789  0.254
F5 -0.829 4.537 5.917  -0.329
O1 -2.101 0.671 -1.597  -0.445
S2 -3.233 0.496 -2.560  0.143
C7 -3.408 2.057 -3.489  -0.951
C8 -2.068 2.786 -3.571  -0.771
C9 -1.843 3.679 -2.354  0.156
C10 -0.453 4.326 -2.337  -1.228
S3 0.662 3.651 -1.046  0.386
O2 0.071 2.280 -0.731  0.644
C11 0.241 4.821 0.242  0.354
C12 -1.065 5.042 0.664  0.042
C13 -1.305 6.001 1.637  -0.809
C14 -0.250 6.729 2.175  -0.554
C15 1.051 6.499 1.745  -0.741
C16 1.302 5.538 0.778  -0.320
C17 -2.717 -0.531 -3.930  1.073
C18 -3.712 -1.312 -4.510  -0.589
C19 -3.395 -2.141 -5.576  -0.746
C20 -2.089 -2.183 -6.049  -0.615
C21 -1.106 -1.395 -5.463  -0.896
C22 -1.412 -0.567 -4.394  0.306
H1 -4.161 2.652 -2.968  0.595
H2 -3.802 1.766 -4.462  0.518
H3 -2.046 3.391 -4.479  0.667
H4 -1.254 2.063 -3.646  -0.023
H5 -1.979 3.076 -1.460  -0.458
H6 -2.606 4.461 -2.347  0.535
H7 -0.493 5.392 -2.127  0.564
H8 0.076 4.181 -3.281  0.676
H9 -1.889 4.476 0.248  0.154
H10 -2.319 6.179 1.974  0.463
H11 -0.442 7.478 2.934  0.434
H12 1.874 7.062 2.171  0.422
H13 2.316 5.329 0.453  0.444
H14 -4.734 -1.263 -4.140  0.444
H15 -4.162 -2.753 -6.033  0.440
H16 -1.836 -2.839 -6.872  0.434
H17 -0.091 -1.426 -5.841  0.450
H18 -0.639 0.011 -3.906  -0.271
C23 2.159 -3.502 5.795  -0.617
C24 2.773 -3.583 4.551  -1.193
C25 2.323 -2.809 3.490  0.122
C26 1.243 -1.932 3.651  0.707
C27 0.617 -1.887 4.901  -0.842
C28 1.074 -2.652 5.965  -0.759
C29 0.686 -1.076 2.573  -0.717
C30 1.292 -0.598 1.474  1.617
C31 2.765 -0.726 1.263  1.184
C32 3.326 -1.498 0.246  0.529
C33 4.702 -1.588 0.087  -0.923
C34 5.551 -0.892 0.935  -0.919
C35 5.010 -0.132 1.963  -1.187
C36 3.633 -0.059 2.133  -0.380
H19 2.518 -4.100 6.623  0.402
H20 3.615 -4.250 4.406  0.454
H21 2.819 -2.882 2.530  0.825
H22 -0.235 -1.227 5.036  0.531
H23 0.582 -2.585 6.928  0.429
H24 -0.343 -0.799 2.776  -0.249
H25 2.673 -2.041 -0.421  0.254
H26 5.108 -2.204 -0.708  0.446
H27 6.626 -0.944 0.800  0.409
H28 5.661 0.402 2.645  0.465
H29 3.217 0.511 2.954  0.457
S4 0.879 -0.526 -1.651  -0.251
C37 2.311 0.350 -2.217  1.238
C38 3.023 1.279 -1.455  -0.197
C39 4.144 1.909 -1.980  -0.959
C40 4.579 1.619 -3.264  -0.742
C41 3.887 0.685 -4.025  -0.796
C42 2.764 0.055 -3.506  -1.195
H30 2.732 1.485 -0.435  0.426
H31 4.687 2.622 -1.368  0.501
H32 5.459 2.107 -3.668  0.424
H33 4.224 0.443 -5.026  0.440
H34 2.220 -0.680 -4.094  0.435
O3 -2.529 -0.316 2.226  -0.628
C43 -2.340 -0.907 1.191  0.251
O4 -1.251 -0.872 0.449  2.244
C44 -3.437 -1.860 0.747  -0.424
N1 -3.234 -2.458 -0.617  0.636
C45 -3.834 -3.849 -0.625  -0.420
C46 -4.326 -4.083 0.805  -0.742
C47 -3.519 -3.091 1.649  -0.693
H35 -4.376 -1.314 0.770  0.487
H36 -2.207 -2.537 -0.845  -0.897
H37 -3.625 -1.866 -1.346  0.071
H38 -3.039 -4.528 -0.917  0.293
H39 -4.625 -3.904 -1.367  0.365
H40 -4.180 -5.117 1.111  0.420
H41 -5.390 -3.852 0.886  0.334
H42 -2.514 -3.468 1.858  0.085
H43 -3.994 -2.849 2.595  0.510
C48 0.199 -4.149 0.878  -0.475
N2 1.107 -4.283 -0.249  0.385
C49 2.443 -4.672 -0.176  -0.248
C50 2.936 -4.638 -1.423  -0.713
N3 1.888 -4.234 -2.242  0.236
C51 0.761 -4.022 -1.528  -0.365
S5 -0.746 -3.583 -2.150  -0.274
H44 0.755 -4.308 1.797  0.311
H45 -0.601 -4.886 0.803  0.406
H46 -0.215 -3.143 0.890  -0.268
H47 2.914 -4.922 0.760  0.479
H48 3.917 -4.872 -1.798  0.470
H49 1.935 -4.051 -3.227  0.238

Its charge is +1. Its spin multiplicity is 1. As for the HOMO-LUMO gap: 6.779 eV. The energy is -5777.6274 hartree. The HOMO energy is -0.340 Eh.

Calculated values (kcal per mole) of energy relative to the best compared isomer or geometry (same formula, charge and spin) for the records, taken in order: 64.0; 72.4; 53.0; 72.3; 21.0.